[1]
Computed, not measured: the molecule CH3NS3, with ωB97M-V/def2-TZVPD.

Geometry as XYZ:
```
8
Properties=species:S:1:pos:R:3:forces:R:3:lowdin_charge:R:1
C 0.094758 -0.550117 -0.500919 1.13 -1.22 0.56 -1.20
N -0.371910 0.596410 0.060844 0.72 2.76 -1.72 -0.51
S -0.635882 -2.002706 -0.624805 0.52 0.93 0.04 0.61
S 2.002901 -0.257401 -0.973755 -1.76 0.22 -0.56 0.61
S -2.012827 0.896979 0.610095 0.27 0.04 -3.14 0.76
H 0.080975 1.459968 -0.450522 -1.08 -2.03 1.91 0.11
H 2.647274 -0.826321 0.043419 -0.45 -0.23 0.43 -0.18
H -1.805291 0.683189 1.835644 0.65 -0.46 2.48 -0.20
```
Forces are in eV/Å.

Properties
structure (SMILES) = S=C(S)NS
DFT total energy = -1289.1612 hartree
LUMO energy = 0.000 Eh
relative energy (zero: lowest compared OMol25 entry of this formula, charge and spin) = 19.2 kcal/mol



[2]
Computed, not measured: a cluster of 2 separate species, C4H10 in total, with ωB97M-V/def2-TZVPD.

Geometry as XYZ:
```
14
Properties=species:S:1:pos:R:3:forces:R:3:lowdin_charge:R:1
C -0.943823 -1.195598 -0.153241 -0.03 -0.02 0.02 -0.19
C 0.148186 -0.626774 0.690708 0.09 -0.27 -0.28 -0.18
C -0.489825 1.681950 0.180239 -0.04 0.13 -0.09 -0.03
C 1.451490 -0.543220 -0.031975 0.04 -0.01 0.02 -0.19
H -0.886095 -1.039941 -1.245378 0.09 0.00 0.18 0.07
H -0.831666 -2.274117 0.038968 -0.06 0.04 -0.07 0.09
H -1.943870 -0.926434 0.204047 0.20 -0.08 -0.01 0.07
H -0.269594 0.857646 0.929104 -0.06 0.26 -0.09 -0.02
H 0.116377 2.528109 0.509068 -0.14 0.00 -0.07 0.05
H -1.559133 1.883473 0.270913 0.14 0.10 -0.02 0.05
H -0.241594 1.416115 -0.851252 -0.05 0.02 0.29 0.04
H 1.882904 -1.534114 0.179445 0.04 0.06 -0.06 0.09
H 2.139379 0.186836 0.408176 -0.13 -0.17 -0.02 0.07
H 1.427262 -0.413934 -1.128823 -0.09 -0.06 0.17 0.07
```
Forces are in eV/Å.

Properties
DFT total energy = -158.2524 hartree
LUMO energy = 0.032 Eh
relative energy (zero: lowest compared OMol25 entry of this formula, charge and spin) = 94.4 kcal/mol



[3]
Computed, not measured: a cluster of 8 separate species, C14H47N3O8 in total, with ωB97M-V/def2-TZVPD.

Geometry as XYZ:
```
72
Properties=species:S:1:pos:R:3:forces:R:3:lowdin_spin:R:1
O -1.091708 -0.315136 -0.695842 1.28 -1.16 1.42 0.02
H -1.743272 -0.822263 -1.185609 -2.60 -1.22 -1.79 0.00
H -0.369346 -0.182491 -1.314065 1.96 0.19 -1.54 0.02
H -1.438785 0.543840 -0.444249 -0.87 2.07 1.06 0.00
C -2.604489 -1.139950 -4.627924 1.09 -0.13 -0.09 0.02
C -2.983940 -0.430272 -3.370540 -1.50 -0.52 1.15 0.01
O -3.141220 -1.246421 -2.231309 1.19 0.19 0.34 0.00
H -3.266646 -1.976024 -4.852918 -0.05 0.00 0.15 0.00
H -1.580051 -1.495248 -4.516615 0.09 -0.25 -0.43 0.01
H -2.670462 -0.402366 -5.427754 0.21 -0.11 -0.34 0.01
H -3.931336 0.012161 -3.678434 -0.81 0.44 0.49 0.00
H -2.358471 0.439669 -3.170328 0.66 0.17 -0.13 0.01
C -0.575352 -2.756986 2.976126 1.25 -0.43 -1.09 0.00
C 0.012490 -2.731447 1.499431 -0.63 0.14 0.87 0.00
C 1.547028 -3.056489 1.429270 -0.59 0.89 1.39 0.00
O 2.287107 -2.171747 2.351411 -0.09 -0.56 -0.50 0.00
C 3.554996 -2.706467 2.693766 0.03 -1.19 -0.51 0.00
N -0.793640 -3.556902 0.575680 0.85 0.17 0.54 0.00
H -0.530167 -3.788120 3.326602 0.42 -0.07 0.40 0.00
H -1.625066 -2.491248 3.100978 0.06 0.42 -0.62 0.00
H 0.070294 -2.076126 3.530805 -0.19 -0.25 0.52 0.00
H -0.210266 -1.718632 1.163730 0.65 0.11 -0.18 0.00
H 1.936039 -2.957822 0.415835 -0.05 0.13 -0.08 0.00
H 1.721758 -4.071436 1.786278 -0.12 -0.32 -0.09 0.00
H 4.232710 -2.062124 3.253783 -0.59 0.58 -0.14 0.00
H 4.098616 -3.087877 1.829415 0.14 0.52 -0.56 0.00
H 3.485470 -3.635059 3.260317 -0.53 -0.11 0.60 0.00
H -1.704526 -3.148672 0.729757 -0.60 -0.04 -0.59 0.00
H -0.886983 -4.500106 0.924608 0.25 -0.36 0.14 0.00
C -1.205669 3.319948 -1.686697 -0.31 1.56 -1.06 0.08
C -1.113800 3.220092 -0.168015 0.03 -0.75 -3.01 0.02
C -1.724678 4.418508 0.510170 0.48 0.45 2.05 0.01
O -1.929410 4.062428 1.928889 0.23 -0.29 -0.78 0.00
C -2.170272 5.180951 2.746847 0.11 -0.18 -0.34 0.01
N -1.840486 2.027643 0.238821 -0.08 0.60 0.99 0.00
H -0.771817 2.598771 -2.379351 0.54 -0.64 0.85 0.03
H -0.765420 4.258955 -2.022197 0.19 0.23 0.03 0.02
H -2.226709 3.382757 -2.063027 -0.48 0.01 0.42 0.01
H -0.054799 3.052670 0.028398 0.02 0.34 0.68 0.01
H -2.706388 4.736937 0.159547 0.02 -0.14 -0.58 0.00
H -1.028674 5.257284 0.499056 -0.01 0.23 -0.24 0.01
H -1.260894 5.781880 2.741954 -0.17 0.52 0.14 0.00
H -2.395503 4.881265 3.770350 0.15 -0.34 -0.11 0.00
H -3.046673 5.711841 2.375119 0.04 0.46 -0.05 0.00
H -1.870116 2.366471 1.189831 -0.37 -1.80 1.38 0.00
H -2.804132 2.194604 -0.013383 -0.50 -0.22 -0.56 0.00
C 4.272574 -0.830029 -0.775295 -0.81 -0.33 1.19 0.04
C 3.187823 0.148783 -0.222534 2.05 0.41 -0.17 0.02
C 3.454316 0.700038 1.215323 -0.84 -0.36 -0.45 0.01
O 2.357477 1.562750 1.575843 -0.46 0.17 -0.02 0.01
C 1.148366 0.887388 1.989591 1.02 -0.20 0.04 0.01
N 3.222028 1.336908 -1.128136 0.40 -1.06 1.68 0.05
H 3.951566 -1.295603 -1.707112 0.05 0.51 -0.31 0.03
H 4.367249 -1.693788 -0.117222 0.05 -0.09 0.39 0.00
H 5.268020 -0.391300 -0.843858 -0.18 0.25 -0.23 0.00
H 2.211404 -0.332755 -0.275686 -0.06 -0.25 0.22 0.01
H 4.388791 1.259767 1.254740 -0.26 0.57 -0.44 0.00
H 3.596651 -0.020284 2.020912 -0.39 -0.66 -0.24 0.00
H 0.550250 0.424967 1.204403 0.35 0.02 -0.54 0.00
H 0.464646 1.589578 2.466623 0.41 0.26 0.20 0.00
H 1.454630 0.082452 2.657714 -0.34 -0.01 0.29 0.00
H 2.386882 1.830877 -0.847782 -0.28 0.59 -0.84 0.02
H 3.180674 0.934302 -2.053499 -0.44 0.55 -0.55 0.07
O 0.784055 -0.121407 -2.507240 -0.86 -0.22 0.96 0.24
H 1.421725 0.538995 -2.778288 0.53 0.91 -0.40 0.09
H 0.875519 -0.822415 -3.152568 -0.06 -0.76 -0.50 0.05
O -3.131916 -1.932262 0.503819 -0.03 -0.14 1.19 0.00
H -4.044186 -1.867318 0.786261 -0.16 0.02 0.01 0.00
H -3.167675 -1.833802 -0.447627 -0.32 0.32 -1.46 0.00
O -0.685125 -3.033748 -2.322448 0.70 -0.09 -0.66 0.03
H -1.572142 -2.684522 -2.235981 -0.92 0.44 -0.21 0.00
H -0.468946 -3.358817 -1.448472 0.01 -0.17 0.66 0.00
```
Forces are in eV/Å.

Properties
DFT total energy = -1327.6147 hartree
⟨S²⟩ = 0.751
LUMO energy (alpha / beta) = 0.087 / 0.084 Eh
charge = -1
2S+1 = 2



[4]
Computed, not measured: the molecule C5H5Cl3O, with ωB97M-V/def2-TZVPD.

Geometry as XYZ:
```
14
Properties=species:S:1:pos:R:3:forces:R:3:lowdin_charge:R:1
C 0.154589 1.189795 1.014495 0.21 1.47 -0.34 -0.59
C 1.006858 0.539851 -0.924583 1.55 -0.25 -1.01 -0.64
C 0.432895 -0.062307 0.370338 -1.41 -0.20 -1.75 -0.20
C -0.051294 1.407182 -0.461189 1.56 -1.65 4.23 -0.81
C -0.310078 -1.407451 0.514020 1.24 -1.34 -0.77 -0.21
O -1.547252 -1.406439 -0.198672 0.09 -0.50 0.10 -0.09
Cl 1.599042 2.083202 1.792197 -0.57 -0.17 0.05 0.50
Cl 0.440628 -0.203939 -2.420725 0.42 -0.85 -0.85 0.65
Cl -1.399195 2.040306 -1.134911 -1.34 0.49 -0.93 0.80
H -0.752766 1.302552 1.606177 0.42 0.07 0.33 0.12
H 2.101550 0.841530 -1.101054 -1.65 -0.36 0.71 0.13
H -0.406838 -1.818085 1.537079 -0.34 1.25 0.06 0.12
H 0.307246 -2.267639 0.116487 -0.07 1.24 -0.17 0.13
H -1.575386 -2.238559 -0.709659 -0.11 0.78 0.33 0.10
```
Forces are in eV/Å.

Properties
structure (SMILES) = OC[C@]12[C@@H](Cl)[C@]1(Cl)[C@@H]2Cl
DFT total energy = -1649.2208 hartree
LUMO energy = 0.016 Eh
relative energy (zero: lowest compared OMol25 entry of this formula, charge and spin) = 0.0 kcal/mol



Number 1: strongest force on any atom 0.0647 hartree/bohr. Number 2: strongest force on any atom 0.0078 hartree/bohr. Number 3: strongest force on any atom 0.0658 hartree/bohr. Number 4: strongest force on any atom 0.0933 hartree/bohr.